Molecular formula: C18H55F8N4O22S4Y
Method: DFT, ωB97M-V/def2-TZVPD

Each line ends with the Löwdin charge.
Atoms and positions in Å:
Y (6.19676, -1.53340, 13.71032)  1.70
C (9.63371, -4.42977, 14.97089)  -0.65
F (10.65806, -4.88052, 15.68796)  0.15
F (10.05685, -4.39928, 13.70194)  0.11
F (8.58116, -5.24574, 15.03668)  0.13
S (9.25529, -2.65072, 15.52864)  0.53
O (9.12994, -2.67250, 16.96453)  -0.25
O (10.40429, -1.90905, 15.06819)  -0.29
O (8.00691, -2.37354, 14.80786)  -0.46
C (4.10280, -1.02528, 18.11076)  -0.64
F (3.95573, -0.56052, 19.31998)  0.19
F (3.71510, -2.29782, 18.07935)  0.14
F (3.29824, -0.37041, 17.23699)  0.08
S (5.89944, -0.88331, 17.40194)  0.61
O (5.78694, -1.27839, 15.98079)  -0.43
O (6.22391, 0.53122, 17.53305)  -0.33
O (6.63500, -1.80279, 18.24865)  -0.25
N (6.83597, 0.53036, 13.45657)  -0.36
S (7.94550, 1.49375, 14.12595)  0.49
O (7.38240, 2.36211, 15.10734)  -0.21
O (9.13361, 1.85395, 13.41572)  -0.20
F (8.50136, 0.27083, 15.00437)  -0.18
S (6.46128, 1.74112, 12.30628)  0.54
O (7.06174, 1.72551, 10.99464)  -0.25
O (6.12535, 3.05588, 12.78059)  -0.23
F (5.03806, 1.14091, 11.95187)  -0.19
O (10.06513, -0.59798, 11.34564)  -0.04
H (10.81437, -0.93758, 11.84983)  0.08
H (10.23643, 0.36126, 11.24951)  0.03
O (7.73087, -1.71891, 11.78673)  -0.12
H (8.64384, -1.35258, 11.63018)  0.03
H (7.56763, -2.31557, 11.04895)  0.07
O (8.11029, 1.99917, 18.58646)  -0.06
H (7.52359, 1.56433, 17.91861)  0.00
H (7.56547, 2.03329, 19.37652)  0.05
O (4.02715, -0.81362, 13.96814)  -0.15
H (3.32656, -1.46049, 14.12284)  0.09
H (3.56401, 0.08760, 13.99011)  0.05
O (4.84947, -1.93227, 11.64973)  -0.08
H (5.24554, -2.30902, 10.85367)  0.08
H (4.02361, -1.52926, 11.34928)  0.09
C (10.04068, 4.19675, 11.28899)  -0.21
C (11.17344, 3.18622, 11.33941)  -0.20
O (10.83412, 1.95118, 10.67834)  -0.10
O (10.03231, 4.90241, 10.04239)  -0.06
H (10.16491, 4.91486, 12.09734)  0.13
H (9.07004, 3.70036, 11.35928)  0.10
H (11.47354, 2.91184, 12.35133)  0.12
H (12.11640, 3.47209, 10.86428)  0.13
H (10.55851, 2.14774, 9.77821)  0.09
H (9.95808, 4.24559, 9.34454)  0.07
C (11.87846, 2.76725, 16.75603)  -0.27
C (11.37480, 3.71975, 17.83382)  -0.26
O (9.99544, 4.08812, 17.84841)  -0.08
O (11.35855, 1.49157, 17.01478)  -0.04
H (12.97115, 2.78997, 16.82816)  0.11
H (11.56643, 3.25896, 15.82792)  0.11
H (11.94516, 4.64598, 17.75136)  0.11
H (11.54303, 3.24417, 18.80525)  0.12
H (9.47911, 3.29417, 18.08702)  0.04
H (11.35663, 0.92238, 16.24034)  0.08
C (3.14593, 4.59731, 8.84788)  -0.08
C (4.32769, 3.85585, 9.40596)  -0.45
C (5.11317, 3.13544, 8.25387)  -0.19
O (4.27008, 2.33611, 7.47222)  -0.18
C (3.80568, 1.17443, 8.11761)  -0.10
N (5.08034, 4.76068, 10.28497)  0.06
H (3.37178, 5.58868, 8.44349)  0.08
H (2.29315, 4.75448, 9.51205)  0.07
H (2.67800, 4.05116, 8.02237)  0.08
H (3.84576, 3.16032, 10.10387)  0.12
H (5.96128, 2.59364, 8.68615)  0.11
H (5.55868, 3.95381, 7.68424)  0.13
H (3.45278, 0.40624, 7.43478)  0.09
H (3.00461, 1.46368, 8.80762)  0.08
H (4.56123, 0.73101, 8.77890)  0.08
H (5.60738, 5.35788, 9.64945)  0.08
H (5.74785, 4.13890, 10.73207)  0.03
C (0.91916, 1.09353, 15.24067)  -0.03
C (1.32731, 1.00903, 13.76184)  -0.40
C (0.28103, 1.61762, 12.85200)  -0.19
O (0.73123, 1.38611, 11.51613)  -0.19
C (-0.13254, 1.95845, 10.57218)  -0.13
N (2.67124, 1.57970, 13.68203)  0.06
H (-0.01135, 0.57115, 15.45817)  0.09
H (0.96196, 2.09799, 15.66164)  0.06
H (1.68338, 0.55664, 15.81092)  0.06
H (1.39244, -0.03840, 13.44751)  0.13
H (0.15472, 2.67557, 13.09870)  0.13
H (-0.66077, 1.07368, 12.96903)  0.13
H (-1.06866, 1.40566, 10.45877)  0.09
H (0.30622, 1.99839, 9.57072)  0.08
H (-0.29614, 3.02990, 10.73086)  0.09
H (3.00710, 1.93839, 12.79519)  0.08
H (2.85570, 2.34768, 14.32460)  0.06
C (2.64972, 2.78384, 18.03785)  -0.04
C (3.69457, 2.96741, 16.91993)  -0.44
C (3.43363, 4.15658, 16.00836)  -0.19
O (2.23599, 3.97820, 15.26639)  -0.24
C (1.83752, 5.12870, 14.55756)  -0.09
N (5.00744, 3.06767, 17.53025)  0.07
H (2.93140, 1.89557, 18.60296)  0.06
H (1.69954, 2.69357, 17.50532)  0.06
H (2.54660, 3.58445, 18.77063)  0.08
H (3.53056, 2.09596, 16.26435)  0.11
H (4.27100, 4.24702, 15.30364)  0.13
H (3.47254, 5.08277, 16.59161)  0.14
H (1.36072, 5.86632, 15.21019)  0.09
H (1.13539, 4.89402, 13.75905)  0.08
H (2.70657, 5.62803, 14.11734)  0.09
H (5.68045, 3.23162, 16.78958)  0.06
H (5.26473, 2.14518, 17.87562)  0.03

Force components x, y, z for each atom (eV/Å):
Y 1.09 -0.88 1.72
C 0.44 1.37 0.14
F -0.48 -0.31 0.26
F -0.27 -0.05 -0.48
F 0.13 -0.07 0.23
S 2.61 -0.46 2.42
O -0.57 -0.50 -1.21
O -0.64 -0.24 -0.83
O -1.90 0.10 -1.72
C 1.03 -0.32 -2.22
F 0.11 0.41 0.28
F 0.06 -0.28 0.17
F -0.13 0.24 0.44
S 0.78 -0.33 2.78
O -0.42 -0.27 -0.77
O -0.81 -1.33 -0.58
O -1.04 0.90 -1.25
N 0.27 4.79 -3.29
S 3.96 -1.37 6.96
O 0.09 -0.14 -1.16
O -1.47 0.16 -1.08
F -0.27 0.52 -0.21
S -3.43 0.72 -4.01
O 0.76 -0.93 1.62
O 0.82 -1.37 0.76
F -0.39 -0.68 0.25
O -0.01 -0.28 0.11
H -0.11 -0.03 0.07
H -0.10 0.07 -0.05
O -0.98 -0.56 0.15
H 0.45 0.55 0.20
H 0.24 0.02 0.00
O -0.24 -0.07 -0.65
H 0.88 0.39 0.84
H 0.02 0.05 0.06
O -0.54 -0.49 -0.31
H 0.04 0.10 0.21
H 0.06 0.84 -0.17
O 0.33 -0.39 -0.18
H -0.04 0.06 0.01
H 0.02 0.16 0.35
C 0.35 -0.11 -0.57
C 0.48 -0.79 0.02
O -0.36 -0.18 0.09
O 0.22 0.18 0.15
H -0.12 0.16 -0.16
H 0.17 -0.21 0.56
H -0.49 -0.03 0.10
H -0.28 0.90 -0.01
H 0.07 -0.09 -0.04
H -0.12 0.14 -0.12
C -0.49 1.13 0.46
C -0.46 -0.16 0.94
O 0.40 -0.49 -0.74
O -0.25 -0.21 -0.13
H 0.09 -0.12 -0.16
H -0.04 -0.62 -0.43
H 0.03 0.02 0.12
H 0.59 0.07 0.04
H -0.08 0.20 -0.08
H 0.06 0.06 -0.06
C -1.31 0.50 -1.27
C -1.17 -0.06 0.53
C -0.24 1.02 1.77
O 0.47 -0.46 -0.90
C -0.10 0.43 1.24
N 0.46 -0.91 -1.00
H 0.36 -0.05 0.04
H 0.45 -0.03 0.59
H 0.29 -0.10 -0.11
H 0.49 -0.59 -0.19
H -0.09 -0.38 0.00
H -0.25 -0.22 -0.63
H 0.04 0.33 -0.38
H -0.31 -0.25 -0.13
H 0.33 -0.01 -0.22
H 0.20 0.26 0.37
H 0.36 0.54 0.33
C 0.59 -0.88 0.12
C -0.33 0.56 0.66
C 0.55 -0.57 -0.31
O 0.10 0.54 0.10
C 0.00 0.60 -1.09
N 1.22 -0.39 -0.07
H -0.20 0.27 -0.13
H -0.43 0.04 -0.48
H -0.05 -0.05 0.01
H -0.02 -0.13 0.10
H -0.08 0.13 -0.30
H -0.17 0.19 0.29
H -0.16 0.12 0.34
H 0.46 -0.62 0.17
H -0.37 -0.09 0.61
H -0.58 -0.39 -0.39
H -0.65 -0.17 0.16
C -0.02 0.19 -0.78
C -0.85 0.07 0.67
C 0.82 0.38 0.27
O -0.26 -0.03 0.28
C 0.36 0.72 0.07
N -0.03 0.03 -0.60
H -0.38 -0.18 -0.12
H -0.19 -0.38 0.57
H 0.37 0.32 -0.28
H 0.45 -0.24 0.09
H 0.08 -0.09 -0.13
H -0.49 0.08 0.04
H -0.04 -0.10 0.16
H 0.03 -0.38 0.07
H 0.02 -0.08 -0.16
H 0.32 0.11 0.05
H -0.14 0.37 0.09

**HOMO-LUMO gap**: 0.25107 Eh
**Molar mass**: 1048.80 g mol⁻¹
**2S+1**: 1
**Energy**: -5023.17281 Ha
**Charge**: 0
**LUMO**: -1.898 eV